Run A
# C50H84F18N4O21

A cluster of 13 separate species, C50H84F18N4O21 in total (ωB97M-V with the def2-TZVPD basis set, the OMol25 dataset).

Structure (ORCA input):
```
! RIJCOSX wB97M-V def2-TZVPD def2/J DEFGRID3
* xyz 0 1
C 3.97031 0.07965 4.22960
C 2.75529 0.28955 3.45901
N 1.82671 0.45630 2.79801
H 4.27422 1.07723 4.54673
H 4.69849 -0.40412 3.57858
H 3.64927 -0.58152 5.03451
C 3.86278 -3.26330 -6.19200
C 3.29941 -3.12074 -7.48168
N 2.85534 -3.04223 -8.55536
H 3.03712 -3.27917 -5.48058
H 4.43544 -2.35228 -6.01825
H 4.54558 -4.11048 -6.12743
C 0.40263 3.19598 -3.50573
C -0.67528 2.21061 -3.64936
N -1.47475 1.40361 -3.71372
H 0.55049 3.44762 -2.45553
H 0.17849 4.12584 -4.02845
H 1.36068 2.90721 -3.93799
C -0.10357 -1.38026 -5.29880
C 1.02030 -0.53456 -5.63972
N 1.87877 0.18502 -5.94075
H 0.22868 -2.39730 -5.09064
H -0.79417 -1.40940 -6.14161
H -0.66842 -0.97180 -4.46081
C 2.55531 4.01543 1.28826
O 2.60799 4.88587 0.12713
C 3.15337 4.20374 -1.03062
C 3.42642 5.24590 -2.18994
O 2.18663 5.78650 -2.63792
C 2.32155 6.66234 -3.71347
C 1.01098 7.36647 -4.11007
O 0.42983 7.95960 -2.90767
C -0.65324 8.80858 -3.25389
H 3.53449 3.64715 1.59432
H 2.00598 3.09685 1.08198
H 2.02991 4.54059 2.08592
H 2.49417 3.42180 -1.40758
H 4.12128 3.84556 -0.67998
H 4.05841 4.84987 -2.98484
H 4.03174 5.97503 -1.65138
H 2.62094 6.12994 -4.61626
H 3.14292 7.36247 -3.56089
H 0.48754 6.54695 -4.60250
H 1.41301 8.03709 -4.86949
H -0.89769 9.38947 -2.36456
H -1.49104 8.16632 -3.52538
H -0.48916 9.42200 -4.13983
C -3.74069 -0.33168 -1.69561
O -4.69562 -1.17985 -1.10572
C -5.76803 -0.37671 -0.57964
C -6.69705 -1.19316 0.39084
O -7.65757 -0.31189 1.02495
C -8.77497 -0.91426 1.73825
C -9.93342 0.13993 1.90948
O -9.52693 1.24874 2.70643
C -8.87398 2.23376 2.07364
H -4.11252 0.56228 -2.19631
H -3.21683 -0.81586 -2.51978
H -3.02485 -0.08806 -0.91056
H -6.36230 -0.01670 -1.41948
H -5.39278 0.48340 -0.02511
H -6.23227 -1.59519 1.29109
H -7.25416 -1.97175 -0.13022
H -8.37924 -1.06638 2.74242
H -9.07978 -1.80117 1.18276
H -10.72044 -0.32974 2.49949
H -10.26866 0.29704 0.88429
H -7.83596 1.99390 1.84325
H -8.83398 3.04065 2.80537
H -9.43807 2.61422 1.22210
C -5.72930 5.30179 6.69120
O -5.06413 4.39151 5.77516
C -3.75426 4.75172 5.52555
C -3.26066 3.80595 4.38905
O -2.93586 2.53308 4.91903
C -3.41154 1.41646 4.13168
C -2.49064 1.15229 2.95550
O -2.30777 2.34044 2.18009
C -1.12397 2.33490 1.38548
H -5.75963 6.30532 6.26679
H -5.12408 5.35419 7.59621
H -6.74884 5.02183 6.95626
H -3.22409 4.65638 6.47314
H -3.66163 5.77563 5.16342
H -2.36533 4.30562 4.01915
H -3.92251 3.78790 3.52318
H -4.41218 1.60560 3.74301
H -3.44093 0.49352 4.71083
H -2.84528 0.36125 2.29476
H -1.49268 0.78471 3.19439
H -0.79887 3.27693 0.94388
H -1.10365 1.60081 0.58001
H -0.22151 2.07590 1.93916
C 6.54677 -3.61692 0.00880
C 6.07605 -2.79447 1.21901
O 5.97795 -1.37104 0.96825
C 7.07012 -0.64405 1.02497
O 8.28210 -1.12335 1.00530
C 6.75094 0.84360 0.92207
F 7.29658 1.37815 -0.17264
F 5.46683 1.16182 0.91600
F 7.27256 1.48642 1.95616
H 6.72688 -4.64123 0.33507
H 7.55698 -3.45381 -0.36666
H 5.85021 -3.54665 -0.82665
H 6.72874 -3.07449 2.04586
H 5.04931 -3.06237 1.46828
C -3.01491 -4.42597 1.40993
C -3.10899 -2.99856 1.91970
O -4.38138 -2.87997 2.50311
C -4.52508 -2.58331 3.83218
O -3.63149 -2.26813 4.66510
C -6.03326 -2.45410 4.24137
F -6.19207 -2.96245 5.56179
F -6.31586 -1.17464 4.27238
F -6.84309 -3.09018 3.39100
H -3.81081 -4.59984 0.68577
H -3.18816 -5.21449 2.14226
H -2.05238 -4.69064 0.97224
H -3.01560 -2.33489 1.06009
H -2.23705 -2.82430 2.55015
C 5.26665 2.09900 -3.76493
C 6.56257 1.81462 -4.48144
O 6.73094 0.46632 -4.32170
C 7.92239 -0.16588 -4.39280
O 8.97454 0.34208 -4.71346
C 7.83895 -1.65225 -3.97281
F 8.07048 -1.70604 -2.67141
F 6.63993 -2.22064 -4.15028
F 8.75135 -2.35879 -4.62870
H 4.39791 1.59857 -4.19269
H 5.14885 3.18100 -3.82397
H 5.41276 2.03093 -2.68692
H 7.31060 2.41886 -3.96816
H 6.51113 2.01877 -5.55091
C -1.96973 -8.10930 -0.73559
C -2.03199 -6.91880 -1.65311
O -0.77851 -6.58991 -2.12601
C -0.19508 -5.39751 -2.02024
O -0.75846 -4.49781 -1.39666
C 1.18051 -5.17403 -2.59644
F 2.01965 -4.70420 -1.68293
F 1.66647 -6.34716 -3.07678
F 1.19146 -4.31569 -3.63103
H -1.28187 -8.00467 0.10346
H -1.92921 -9.04121 -1.29949
H -2.96455 -8.34666 -0.35865
H -2.59484 -6.07433 -1.25540
H -2.51107 -7.31561 -2.54817
C -0.53428 -3.15509 5.83757
C 0.10396 -2.06021 4.96940
O 1.33361 -2.49416 4.45290
C 1.32571 -3.21139 3.28821
O 0.30635 -3.62472 2.74121
C 2.78515 -3.35983 2.66262
F 3.72978 -2.66775 3.35161
F 3.09111 -4.65144 2.57482
F 2.77959 -2.91219 1.44980
H -1.00978 -2.74429 6.72821
H 0.09483 -4.00489 6.10245
H -1.34416 -3.58382 5.24733
H 0.42980 -1.27414 5.65059
H -0.47236 -1.57653 4.18072
C -0.07318 -1.18739 0.17522
C 0.01724 -1.03613 -1.31274
O 1.29972 -1.51362 -1.70627
C 2.40091 -0.67997 -1.76114
O 2.30620 0.50980 -1.40684
C 3.64045 -1.25873 -2.48590
F 3.85665 -2.48039 -2.00764
F 3.38334 -1.38438 -3.78350
F 4.66160 -0.38506 -2.28180
H -0.88362 -0.58379 0.58384
H 0.84299 -0.80621 0.62624
H -0.20732 -2.22199 0.49100
H -0.16611 -0.02867 -1.68623
H -0.77754 -1.64506 -1.74358
*
```

---

Run B
# C50H84F18N4O21

A cluster of 13 separate species, C50H84F18N4O21 in total (ωB97M-V with the def2-TZVPD basis set, the OMol25 dataset).

Structure (ORCA input):
```
! RIJCOSX wB97M-V def2-TZVPD def2/J DEFGRID3
* xyz 0 1
C -0.90162 -7.52839 5.81203
C -0.34717 -6.53803 4.90324
N 0.03742 -5.74947 4.15675
H -0.65612 -8.48918 5.35959
H -1.97445 -7.35008 5.88508
H -0.39465 -7.32019 6.75423
C -12.81139 4.87761 -1.82193
C -13.07177 5.76931 -2.88872
N -13.31963 6.52141 -3.74258
H -11.77859 5.03888 -1.51305
H -12.87922 3.87768 -2.25045
H -13.55041 4.95559 -1.02451
C -2.20514 -0.54655 -7.66480
C -1.75536 0.79235 -7.26664
N -1.42047 1.81182 -6.88839
H -1.64526 -1.31152 -7.12680
H -2.05366 -0.72886 -8.72872
H -3.27128 -0.73729 -7.54207
C -5.91296 5.80345 -4.43539
C -6.71557 4.76259 -5.04117
N -7.32980 3.94193 -5.58395
H -6.35240 6.12940 -3.49266
H -5.87265 6.65845 -5.11027
H -4.88123 5.48004 -4.29735
C -0.62857 -7.44664 -5.34845
O -1.07040 -7.44531 -6.73172
C -2.35097 -6.78227 -6.88542
C -2.90932 -7.02260 -8.34664
O -2.05350 -6.38173 -9.28837
C -2.50797 -6.47611 -10.60240
C -1.51988 -5.91899 -11.64354
O -0.21304 -6.52708 -11.40334
C 0.67271 -6.22328 -12.46956
H -1.31417 -7.96562 -4.67860
H -0.59939 -6.44016 -4.93101
H 0.38480 -7.84657 -5.31340
H -2.29406 -5.70935 -6.70184
H -2.99954 -7.32268 -6.19592
H -3.96422 -6.76908 -8.45156
H -2.84869 -8.10975 -8.39684
H -3.41026 -5.88211 -10.74782
H -2.84128 -7.48618 -10.84068
H -1.64393 -4.84840 -11.48062
H -2.06016 -6.20486 -12.54602
H 1.53972 -6.87419 -12.35683
H 0.96816 -5.18038 -12.35477
H 0.22557 -6.26624 -13.46270
C 5.96300 6.21395 -2.43280
O 6.77724 7.03046 -1.62685
C 8.13789 6.92532 -2.08449
C 9.15849 7.51837 -1.04614
O 10.51827 7.24324 -1.46642
C 11.60058 7.94521 -0.79110
C 12.89997 7.91196 -1.68167
O 13.37333 6.58266 -1.87838
C 12.80679 5.88632 -2.87396
H 6.22943 6.13297 -3.48664
H 4.94794 6.60248 -2.51530
H 5.93446 5.23901 -1.94621
H 8.22224 7.47869 -3.01978
H 8.42292 5.88912 -2.26657
H 9.19518 7.04009 -0.06737
H 9.05614 8.59821 -0.93865
H 11.82391 7.30257 0.06051
H 11.25306 8.95562 -0.57570
H 13.69862 8.39128 -1.11553
H 12.61982 8.52505 -2.53825
H 11.80895 5.51679 -2.63759
H 13.43362 4.99978 -2.97008
H 12.86746 6.41440 -3.82555
C 13.90617 -4.55119 -0.81608
O 12.60341 -3.93892 -0.62084
C 11.56547 -4.83689 -0.77625
C 10.25798 -3.98920 -0.73547
O 9.93118 -3.65891 0.60270
C 9.51395 -2.28737 0.79713
C 8.05998 -2.10328 0.40559
O 7.83289 -2.56893 -0.92783
C 6.47202 -2.89394 -1.20207
H 13.98717 -4.94582 -1.82891
H 13.97361 -5.39935 -0.13478
H 14.75448 -3.88747 -0.64891
H 11.67055 -5.56869 0.02470
H 11.59384 -5.34981 -1.73761
H 9.51067 -4.66182 -1.15643
H 10.26646 -3.14720 -1.42762
H 10.11549 -1.60334 0.19849
H 9.59086 -1.98282 1.84089
H 7.71930 -1.07003 0.47204
H 7.32195 -2.60096 1.03466
H 6.25264 -3.45837 -2.10838
H 5.77871 -2.05289 -1.19477
H 6.01879 -3.55633 -0.46457
C -9.71955 -4.16182 6.11816
C -8.42441 -4.98333 6.21995
O -8.06731 -5.68303 5.00276
C -8.65461 -6.82734 4.73780
O -9.73715 -7.25831 5.32209
C -8.02482 -7.50529 3.52565
F -8.90663 -7.62855 2.53113
F -6.94976 -6.91772 3.02640
F -7.64365 -8.73268 3.84638
H -9.97736 -3.79704 7.11243
H -10.65845 -4.69281 5.96127
H -9.64081 -3.36852 5.37480
H -8.53703 -5.61550 7.10073
H -7.57598 -4.31491 6.36652
C 4.51328 6.10386 5.84542
C 5.30158 5.02356 5.12587
O 6.64377 5.43669 5.16112
C 7.59922 4.68359 5.78965
O 7.48315 3.53235 6.29241
C 9.02597 5.31979 5.65415
F 9.74785 5.07972 6.85765
F 9.64188 4.68261 4.68849
F 8.97219 6.62777 5.38987
H 4.65863 7.05419 5.33176
H 4.82772 6.33694 6.86272
H 3.44781 5.89811 5.94803
H 4.93857 4.97946 4.09904
H 5.04474 4.07297 5.59334
C -10.79227 -4.41041 -4.11076
C -12.27775 -4.66924 -4.10838
O -12.71809 -4.01399 -2.99100
C -13.85981 -4.31217 -2.33385
O -14.69672 -5.10978 -2.69617
C -14.00027 -3.54645 -0.99722
F -13.45256 -4.29693 -0.05545
F -13.35256 -2.37584 -0.94862
F -15.28346 -3.33968 -0.72787
H -10.51979 -3.35948 -4.20786
H -10.41279 -4.98095 -4.95845
H -10.31061 -4.98966 -3.32300
H -12.37810 -5.75332 -4.05523
H -12.78646 -4.23631 -4.96971
C -2.97805 10.39560 7.40566
C -3.09761 10.14798 5.92667
O -4.22885 9.41409 5.63565
C -4.25968 8.26658 4.96063
O -3.20459 7.74334 4.60187
C -5.57474 7.57476 4.70332
F -5.55707 6.32091 5.13568
F -6.57056 8.24407 5.33853
F -5.91615 7.54650 3.40337
H -2.99588 9.49729 8.02276
H -3.60829 11.22778 7.71929
H -2.07225 10.96257 7.62054
H -2.18802 9.77027 5.45967
H -3.35877 11.12813 5.52766
C 3.38650 -1.17290 9.63406
C 2.72997 -1.81218 8.40112
O 1.36451 -2.03664 8.62973
C 0.49329 -1.01142 8.38296
O 0.83923 0.13608 8.11333
C -1.02510 -1.49911 8.38017
F -1.14976 -2.84422 8.52558
F -1.69487 -0.84056 9.32215
F -1.57792 -1.17441 7.25754
H 4.38047 -1.57819 9.82340
H 2.80189 -1.15954 10.55392
H 3.54277 -0.12206 9.39033
H 3.10287 -2.83491 8.34578
H 2.86661 -1.37176 7.41346
C -1.73605 0.98855 1.10390
C -2.60751 1.57462 0.03518
O -3.95640 1.28427 0.38704
C -4.58233 0.12340 -0.02673
O -3.95300 -0.73225 -0.67622
C -6.11718 0.08566 0.17209
F -6.37497 0.47585 1.41677
F -6.69667 0.96120 -0.64233
F -6.52238 -1.17922 -0.11703
H -0.70249 0.90571 0.76773
H -2.06720 -0.02875 1.31253
H -1.76221 1.55628 2.03401
H -2.37913 1.24559 -0.97856
H -2.42581 2.64936 0.02997
*
```

---

Which of them is the least stable? Correct choice: run B.

---

Run A
# H3NOP2

The molecule H3NOP2 (ωB97M-V with the def2-TZVPD basis set, the OMol25 dataset).

Properties
- SMILES = O=N[PH]#[PH2]

Structure (ORCA input):
```
! RIJCOSX wB97M-V def2-TZVPD def2/J DEFGRID3
* xyz 0 1
O -1.68500 -0.86551 1.34199
N -0.88027 -0.88164 0.41192
P -0.71803 0.29904 -0.82017
P 1.34509 0.62809 -0.15794
H -1.29110 1.45934 -0.17167
H 1.29613 -0.57633 0.62926
H 1.93319 -0.06300 -1.23339
*
```

---

Run B
# H3NOP2

The molecule H3NOP2 (ωB97M-V with the def2-TZVPD basis set, the OMol25 dataset).

Properties
- SMILES = O=N[PH]#[PH2]

Structure (ORCA input):
```
! RIJCOSX wB97M-V def2-TZVPD def2/J DEFGRID3
* xyz 0 1
O -1.60842 -0.74875 0.68969
N -1.53740 0.32926 0.07344
P -0.10894 1.04360 -0.16768
P 1.42553 -0.50770 -0.25732
H -0.46010 1.85301 -1.36598
H 0.45528 -1.68133 -0.03636
H 1.83406 -0.28810 1.06421
*
```

---

Which of them is the least stable? Correct choice: run B.